No. 1
A molecular structure, C13H38BGdNOP2. Source: the OMol25 dataset; level of theory: wB97M-V/def2-TZVPD.

Calculated values
- ⟨S²⟩: 20.107
- 2S+1: 9
- Total charge: +2
- Highest occupied orbital energy (spin up / spin down): -14.07 / -14.12 eV
- LUMO energy (spin up / spin down): -7.5 / -7.8 eV

Element x y z (Å)
Gd 0.94 -0.07 -1.00
H 3.62 -1.20 -2.62
H -1.76 -0.27 -1.84
P 0.57 2.11 -2.93
C 1.98 3.28 -3.21
H 1.78 3.77 -4.18
H 2.05 4.04 -2.42
H 2.93 2.74 -3.26
C 0.49 1.42 -4.66
H -0.56 1.29 -4.97
H 0.99 2.14 -5.34
H 1.01 0.44 -4.68
C -0.80 3.37 -3.03
H -0.81 4.04 -2.16
H -0.63 3.98 -3.93
H -1.78 2.89 -3.11
C -0.99 1.12 -0.60
O -2.19 1.35 -0.86
H -2.04 -2.00 -1.86
H -2.24 -1.10 -3.24
H 0.09 -1.12 -3.91
H 0.33 -2.50 -2.43
B -0.17 -1.49 -2.82
N -1.65 -1.21 -2.41
H 4.09 -0.75 -2.14
H -0.34 1.93 -0.11
C 0.13 -3.19 0.51
C -0.64 -2.43 1.59
C -0.26 -2.98 2.97
P -0.49 -0.58 1.34
C -1.80 0.27 2.32
C -2.39 -0.47 3.54
C -1.42 1.74 2.64
C 1.14 -0.05 2.05
C 1.11 -0.09 3.59
C 2.43 -0.78 1.58
H 1.22 -3.19 0.64
H -0.08 -2.81 -0.50
H -0.18 -4.24 0.49
H -1.72 -2.61 1.43
H 0.82 -2.99 3.15
H -0.76 -2.44 3.79
H -0.60 -4.02 3.04
H -2.63 0.30 1.59
H -1.70 -0.55 4.40
H -3.26 0.12 3.89
H -2.77 -1.47 3.27
H -1.14 2.29 1.74
H -2.32 2.22 3.05
H -0.62 1.84 3.39
H 1.21 1.01 1.74
H 1.24 -1.12 3.93
H 1.97 0.50 3.94
H 0.21 0.33 4.04
H 2.66 -0.85 0.49
H 3.24 -0.18 2.02
H 2.49 -1.77 2.04


No. 2
A molecular structure, C20H17BaN5O2. Source: the OMol25 dataset; level of theory: wB97M-V/def2-TZVPD.

Calculated values
- Total charge: 0
- Highest occupied orbital energy: -7.70 eV
- LUMO energy: -0.8 eV

Element x y z (Å)
Ba 1.04 -0.33 -1.52
C 4.88 -1.21 -4.70
C 3.59 -0.95 -3.98
N 3.48 -0.78 -2.70
O 4.63 -0.82 -1.91
C 2.38 -0.92 -4.83
C 2.37 -1.09 -6.31
N 1.29 -0.71 -4.14
O 0.14 -0.63 -4.68
H 5.79 -1.23 -4.10
H 5.04 -0.43 -5.46
H 4.83 -2.16 -5.23
H 5.38 -1.01 -2.48
H 3.35 -1.26 -6.73
H 1.93 -0.22 -6.80
H 1.73 -1.94 -6.59
N -5.08 1.57 7.32
C -4.44 1.37 6.38
C -3.64 1.12 5.21
C -4.24 0.62 4.06
C -3.47 0.38 2.94
C -2.10 0.64 2.96
C -1.51 1.15 4.11
C -2.27 1.38 5.24
C -1.27 0.38 1.74
C -0.90 1.54 1.04
C -1.33 2.86 1.38
C -0.77 3.72 0.47
C -0.02 2.90 -0.40
N -0.08 1.61 -0.08
C -1.01 -0.98 1.51
C -1.40 -2.04 2.38
C -0.96 -3.21 1.81
C -0.33 -2.83 0.61
N -0.34 -1.52 0.42
H -5.31 0.43 4.05
H -3.92 -0.02 2.04
H -0.45 1.35 4.11
H -1.82 1.77 6.14
H -1.98 3.13 2.19
H -0.88 4.79 0.41
H 0.56 3.24 -1.25
H -1.93 -1.94 3.31
H -1.08 -4.21 2.19
H 0.13 -3.50 -0.11


Q: Number 2 is which compound?
A: C20H17BaN5O2